The following is a quantum chemistry calculation of a structure of composition C27H35Cl2N7OPmS3 at a distorted geometry, from the OMol25 dataset.

Maximum force in eV/Å: 5.129
Frontier orbital gap (alpha / beta) in Eh: 0.2126 / 0.2134
Relative energy (zero: lowest compared OMol25 entry of this formula, charge and spin) in eV: 1.102
LUMO energy (alpha / beta) in eV: -4.716 / -4.725
HOMO (alpha / beta) in Eh: -0.38596 / -0.38699
Multiplicity: 5
Net charge: +1

Cartesian coordinates (Å):
Pm 12.842 -6.055 13.631
O 12.878 -4.051 14.491
N 12.840 -2.825 13.969
C 12.441 -1.805 14.822
C 12.154 -0.549 14.335
C 12.485 -0.293 12.974
C 12.980 -1.312 12.148
C 13.184 -2.638 12.682
S 13.599 -3.989 11.631
H 12.325 -2.057 15.870
H 11.784 0.243 14.935
H 12.396 0.680 12.556
H 13.242 -1.116 11.087
C 15.802 -8.440 8.523
C 16.558 -8.886 9.602
C 16.216 -8.507 10.892
C 15.115 -7.639 11.099
C 14.438 -7.134 9.925
C 14.793 -7.542 8.690
N 14.860 -7.227 12.386
N 15.644 -7.733 13.314
C 15.598 -7.114 14.511
C 16.227 -7.835 15.615
C 16.266 -7.269 16.873
C 15.795 -5.954 17.030
C 15.194 -5.304 15.960
N 15.087 -5.911 14.740
H 16.006 -8.883 7.592
H 17.408 -9.550 9.451
H 16.804 -8.718 11.766
H 13.645 -6.455 10.077
H 14.331 -7.090 7.869
H 16.570 -8.852 15.406
H 16.721 -7.757 17.750
H 15.919 -5.482 18.000
H 14.766 -4.295 16.040
S 11.219 -9.999 16.384
C 11.771 -8.580 15.785
N 12.147 -7.554 15.284
C 6.913 -3.875 8.728
C 8.171 -4.532 9.314
C 8.732 -3.889 10.626
C 7.836 -4.088 11.854
N 7.896 -5.448 12.421
C 8.771 -5.804 13.380
S 10.106 -4.818 13.746
N 8.534 -6.902 14.115
C 7.267 -7.619 14.199
C 7.478 -9.150 13.982
C 6.314 -10.146 14.352
C 5.164 -10.299 13.379
H 7.038 -3.608 7.708
H 6.763 -2.915 9.232
H 6.021 -4.477 8.834
H 9.009 -4.584 8.587
H 7.957 -5.587 9.527
H 8.919 -2.810 10.467
H 9.665 -4.415 10.840
H 6.817 -3.805 11.541
H 8.267 -3.468 12.667
H 7.244 -6.139 12.024
H 9.259 -7.152 14.788
H 6.512 -7.212 13.508
H 6.805 -7.428 15.193
H 8.311 -9.511 14.643
H 7.822 -9.332 12.927
H 5.906 -9.790 15.312
H 6.820 -11.129 14.486
H 4.776 -9.275 13.034
H 4.294 -10.834 13.742
H 5.497 -10.804 12.492
Cl 11.121 -7.437 11.745
C 11.227 -9.142 10.948
Cl 9.763 -9.529 10.055
H 11.322 -9.901 11.707
H 12.021 -9.031 10.227